[1]
Density functional theory data (the ωB97M-V functional and the def2-TZVPD basis) for 2 unconnected molecules or ions with the total composition C3H9BO2.

```
15
Properties=species:S:1:pos:R:3:forces:R:3:mulliken_charge:R:1
C -0.26002 0.79449 -0.32987 2.2 -0.3 -0.8 -0.646
O -1.46308 1.42064 0.05806 0.8 1.4 0.3 -0.200
C 1.82412 -0.48153 0.08576 -2.3 0.1 1.2 -1.049
H 2.39502 -1.17760 0.75363 -0.7 0.5 -1.0 0.305
O -2.19017 -1.33898 -0.59775 1.7 3.4 0.2 -0.774
H -3.02750 -1.43509 -0.23442 -2.6 -1.0 0.9 0.178
H -0.49066 0.03260 -1.03323 -0.7 -0.8 -0.5 0.454
H -0.10942 -0.69126 1.23251 0.4 0.5 -0.3 0.270
C 0.51261 0.12311 0.80614 0.6 -1.1 -1.6 -0.263
H -3.59259 1.17901 0.72318 -0.9 0.0 0.2 0.010
H 2.44817 0.31444 -0.28198 0.4 0.3 0.0 0.306
H 1.27719 -0.89603 -0.76579 1.1 -1.0 -0.1 0.306
H 0.37666 1.48973 -0.92809 -0.6 0.1 1.0 0.318
B -2.59165 0.91658 0.23902 0.3 -3.3 -1.0 0.408
H 0.79523 0.81292 1.53567 0.3 1.1 1.4 0.376
```
Positions in Å, forces in eV/Å.

Summary:
LUMO level: 0.018 Eh
energy relative to the best compared isomer or geometry (same formula, charge and spin): 4.4627 eV
gap between HOMO and LUMO: 9.48 eV
spin multiplicity: 1
HOMO: -8.9983 eV
total charge: 0

---

[2]
Density functional theory data (the ωB97M-V functional and the def2-TZVPD basis) for a molecular structure, C16H41N3O5Rb.

```
66
Properties=species:S:1:pos:R:3:forces:R:3:mulliken_charge:R:1
O -1.12665 -0.45405 2.02052 -0.6 1.3 1.0 0.063
O -3.50198 -0.57327 -0.81066 0.4 1.5 -1.5 0.024
H 1.26446 -2.40153 2.21042 0.5 0.7 -0.3 -0.177
H 0.03891 -4.36270 2.62385 0.7 0.2 0.2 0.383
H -3.85552 -2.46914 -0.67015 -0.6 -0.5 -0.3 0.240
H 0.52723 2.84249 -0.62418 -0.4 0.5 -0.3 -0.546
O 2.81607 -4.49267 2.53216 -0.3 -1.6 0.9 -0.051
H 1.70274 0.93939 -4.85394 0.1 -0.5 -0.6 0.392
H 3.84499 3.63318 -1.71570 -0.1 0.3 -0.6 0.257
H -5.36845 -1.50453 -0.86387 0.0 0.1 0.3 0.317
C 1.53092 0.33070 -3.96621 0.4 0.4 -1.4 -0.936
H 1.22929 3.57606 2.22166 0.3 -0.1 0.1 0.384
H 4.45937 -3.71341 3.32264 0.5 0.2 0.0 0.349
O 2.51678 3.14199 -0.37282 -1.6 0.1 0.5 -0.432
C 2.74590 -3.72374 1.41889 0.5 0.7 0.2 -0.696
H 2.19354 3.65689 -2.43178 -0.2 0.1 0.1 0.167
H 2.92015 -4.35309 0.54616 -0.4 -0.5 -0.3 0.419
H -3.12885 0.34558 1.89752 0.4 0.2 -0.4 0.195
H 2.15780 1.45291 1.67146 0.4 0.4 -0.9 0.212
H 2.76082 4.95929 -1.25725 -0.2 0.2 -0.6 0.379
C 2.80272 3.91460 -1.56543 1.0 -0.6 1.7 -0.674
N 1.32291 -2.37213 0.07461 0.4 0.0 0.3 -0.297
C 1.14965 3.41058 0.06717 1.0 -0.3 -0.3 0.397
H -4.92388 0.85583 -1.20863 -0.5 -0.4 0.0 0.459
H -0.29745 3.06810 1.61697 -0.1 -0.1 -0.3 0.363
H -1.38997 2.83616 -1.39536 -0.1 0.2 0.0 0.092
H 2.07076 -1.70239 -0.03621 0.2 0.6 0.5 0.341
H -3.59641 2.90411 -1.44727 -1.8 -0.6 -0.8 0.463
N 1.15144 1.48573 1.59236 -0.1 0.6 0.2 0.069
C 4.07420 -4.71388 3.12560 1.0 0.8 0.3 -0.591
C 0.19250 -4.04161 1.59360 0.1 -0.4 -0.6 -1.509
C 1.36875 -3.06077 1.34866 -2.1 -0.5 0.1 0.635
C -0.30127 1.89057 -3.70226 -0.7 0.7 0.6 -0.206
H 3.51919 -2.95593 1.39453 0.5 -0.1 0.1 0.585
H 2.40632 0.59509 -3.37302 -0.4 0.4 1.2 0.319
H -3.18179 2.12179 -0.09867 0.4 -0.8 0.4 0.371
H 4.11887 -5.27964 4.05620 -1.0 -0.1 -0.2 0.294
H 1.34264 1.25085 3.69615 -0.7 0.4 0.4 0.492
H 1.62241 -0.73860 -4.15683 -0.2 0.1 -0.3 0.288
Rb -0.29988 -0.07515 -0.67235 -0.2 -0.1 -0.1 0.492
H 1.01758 4.49254 0.06112 -0.4 0.1 -0.5 0.603
O 0.21810 0.58473 -3.54675 -0.8 -0.4 1.1 -0.176
H -2.33342 1.13413 -3.57915 -0.1 0.3 -0.1 0.229
H -2.89761 -1.40461 1.63125 -0.1 0.2 0.1 0.108
H -2.75294 -0.65545 3.25313 -0.2 -0.3 0.1 0.400
C 0.77391 2.94521 1.45828 1.0 -1.3 0.5 -0.895
N -1.84586 2.00021 -1.73218 0.7 -1.3 0.9 0.025
H -0.79049 -3.63370 1.35815 0.3 0.4 -0.5 0.303
H -1.13712 1.45575 2.97643 -0.9 -0.2 -0.1 0.451
C -3.21030 1.92321 -1.17005 1.8 0.3 0.1 -0.885
H -4.42278 -1.86182 -2.26521 0.6 0.2 -0.2 0.355
C -1.79158 1.99467 -3.18675 1.6 0.2 0.2 -0.776
C -4.34148 -1.64936 -1.19921 0.2 -0.6 0.8 -0.879
C -0.69704 0.46024 3.03462 3.1 1.2 -0.2 -0.609
H 4.71276 -5.18601 2.37899 0.1 0.0 -0.2 0.338
H 0.32963 -4.94887 1.00524 -0.1 -0.1 -0.1 0.395
H -0.81120 0.07270 4.04699 -0.3 -0.2 -0.1 0.453
C -3.91010 0.60047 -1.51710 -1.4 2.1 0.6 -0.862
H -0.24751 2.26575 -4.72425 -0.1 -0.4 -0.4 0.544
H 0.32407 2.58335 -3.13913 0.0 0.2 0.3 -0.113
C -2.55354 -0.53330 2.18851 -0.1 -0.9 0.3 -0.683
H 1.32661 -0.17811 2.77659 0.2 -0.3 -0.2 0.019
H -2.20822 2.96772 -3.44694 -0.2 -0.2 -1.2 0.449
C 0.83941 0.79464 2.84366 -1.4 -1.1 -0.1 -0.909
H -3.98201 0.52881 -2.60236 0.3 -0.7 0.0 0.524
H 1.51211 -2.97633 -0.71231 -0.6 -0.7 -0.2 0.267
```
Positions in Å, forces in eV/Å.

Summary:
⟨S²⟩: 0.755
LUMO level (spin up / spin down): -0.190 / -0.415 Eh
gap between HOMO and LUMO (spin up / spin down): 8.72 / 2.56 eV
spin multiplicity: 2
HOMO (spin up / spin down): -13.8918 / -13.8533 eV
total charge: +2

---

[3]
Density functional theory data (the ωB97M-V functional and the def2-TZVPD basis) for 2 unconnected molecules or ions with the total composition C6H13PS.

```
21
Properties=species:S:1:pos:R:3:forces:R:3:mulliken_charge:R:1
H -0.26820 3.33875 -2.05470 0.2 -0.1 -0.4 0.258
H -2.36652 -0.69574 -1.77698 -1.2 0.8 0.2 0.132
H 2.06151 -0.52990 -0.03103 1.3 0.3 -0.6 0.383
H -0.35385 -1.31907 1.50187 -0.7 -0.5 0.3 0.346
C 1.03807 -0.58455 0.19400 -0.4 -2.5 3.4 -0.512
H 0.46538 2.57272 -3.57485 0.0 0.0 1.6 0.305
H -1.40859 0.20959 2.25797 -1.4 0.7 -2.4 0.286
H 1.71881 1.71848 -1.34396 -1.5 -0.5 -0.1 0.247
H 1.79271 -3.12943 1.97886 -0.5 0.0 -0.3 0.287
C -0.03453 2.39038 -2.56317 0.3 0.2 -1.3 -1.105
C 1.58917 -2.08215 2.24757 1.8 -0.6 -2.7 -1.361
S -1.16358 -1.16551 -1.70536 1.0 -0.9 -0.7 -0.261
C 0.66625 1.42411 -1.66760 1.3 0.4 0.6 -0.161
H -2.55905 -0.61825 1.10392 -0.5 -1.1 -0.5 0.407
H 1.20560 -2.16128 3.19696 -1.1 0.3 2.2 0.369
C -2.00823 0.27179 1.22528 2.8 1.0 1.3 -1.191
H -0.95541 1.95999 -2.90697 -0.9 -0.2 0.1 0.323
C 0.67959 -1.37477 1.26535 1.6 1.7 -1.2 0.126
H -2.58271 1.16844 0.99998 0.2 0.0 0.4 0.371
H 2.63741 -1.73248 2.31113 -0.7 0.6 -0.2 0.344
P -0.15383 0.33890 -0.65828 -1.6 0.5 0.5 0.406
```
Positions in Å, forces in eV/Å.

Summary:
LUMO level (spin up / spin down): -0.003 / 0.002 Eh
energy relative to the best compared isomer or geometry (same formula, charge and spin): 3.4469 eV
gap between HOMO and LUMO (spin up / spin down): 7.13 / 7.21 eV
spin multiplicity: 1
HOMO (spin up / spin down): -7.2230 / -7.1570 eV
total charge: 0

---

Results for E_tot: -8025.676 -32599.902 -26552.255 (in eV, following the order of the records).